Entry 1:
{"formula": "C18H31ClNO2P2Zr", "method": "wB97M-V/def2-TZVPD", "species": ["C", "C", "N", "C", "C", "C", "C", "P", "Zr", "P", "C", "O", "O", "H", "H", "H", "C", "C", "H", "H", "H", "H", "C", "C", "H", "H", "H", "H", "H", "H", "H", "H", "H", "H", "H", "H", "H", "H", "H", "H", "H", "H", "Cl", "C", "C", "C", "C", "C", "C", "C", "H", "H", "H", "H", "H", "H"], "xyz": [[0.96720, -1.18334, -3.83413], [0.98685, -0.90301, -2.48620], [-0.15427, -0.95941, -1.74311], [-1.32886, -1.15306, -2.39152], [-1.36618, -1.50924, -3.70892], [-0.21497, -1.56958, -4.46459], [2.31420, -0.77312, -1.89440], [2.45238, -0.32686, -0.08194], [-0.06674, -0.61698, 0.45278], [-2.73999, -0.12130, -0.20546], [-2.64363, -1.11085, -1.68808], [2.34162, 4.01682, -3.49140], [-1.02854, 3.18904, -2.21000], [1.91563, -1.21243, -4.38545], [-2.34590, -1.68516, -4.11889], [-0.24478, -1.86449, -5.52096], [3.51252, -1.84738, 0.15007], [3.68708, 1.04235, -0.06693], [-3.37109, -0.59131, -2.32649], [-3.00513, -2.11608, -1.42642], [3.00422, -0.19841, -2.50168], [2.81694, -1.72878, -2.05510], [-3.90984, -0.86809, 0.90609], [-3.26744, 1.50107, -0.68438], [-0.16621, 3.26760, -2.69611], [-1.62473, 3.73278, -2.80254], [2.87800, 3.17031, -3.38038], [1.79237, 3.80578, -4.27539], [-0.05773, -2.20952, 1.25856], [-1.64852, 0.29903, 0.70964], [4.46215, -1.71304, -0.39827], [3.71569, -2.06491, 1.20404], [2.96257, -2.71323, -0.25974], [4.71478, 0.68712, -0.27571], [3.41847, 1.83388, -0.78826], [3.70262, 1.50001, 0.93588], [-4.20079, 1.32347, -1.22513], [-3.47511, 2.08636, 0.21990], [-2.51440, 2.02046, -1.30743], [-4.86202, -0.67037, 0.40604], [-3.67618, -1.93878, 0.97416], [-3.84668, -0.38244, 1.89114], [-1.79589, 1.66171, 5.13089], [-0.15973, 1.24248, 4.85943], [0.74952, 1.36185, 5.89164], [2.09176, 1.02243, 5.66083], [2.51564, 0.55844, 4.41268], [1.60666, 0.42686, 3.37317], [0.26817, 0.75356, 3.60124], [-0.71734, 0.72893, 2.52680], [0.40350, 1.71060, 6.85527], [2.80211, 1.11902, 6.47233], [3.55740, 0.29701, 4.22414], [1.92964, 0.10667, 2.36400], [-1.61345, 0.19540, 2.87560], [-1.05286, 1.74413, 2.25211]], "mulliken_charge": [-0.831, 0.822, -0.026, 0.577, -0.825, -0.635, -1.412, 1.063, 0.068, 1.000, -0.729, -0.642, -0.634, 0.468, 0.504, 0.428, -1.428, -1.163, 0.455, 0.410, 0.647, 0.578, -1.334, -1.030, 0.279, 0.317, 0.322, 0.321, -0.087, -0.407, 0.424, 0.392, 0.389, 0.389, 0.266, 0.354, 0.511, 0.459, 0.038, 0.416, 0.386, 0.406, -0.215, 0.071, -0.405, -0.512, -0.715, 0.575, 0.566, -1.299, 0.426, 0.365, 0.371, -0.364, 0.268, 0.362], "lumo_energy_ev": [-3.4, -3.4], "spin_multiplicity": 1, "homo_energy_ev": [-8.5, -8.5], "charge": 1, "molar_mass_g_mol": 482.08, "homo_lumo_gap_ev": [5.06, 5.06]}

=====

Entry 2:
{"formula": "C18H31GaN2O5", "method": "wB97M-V/def2-TZVPD", "species": ["C", "C", "O", "C", "Ga", "C", "C", "C", "O", "C", "C", "O", "C", "C", "C", "C", "C", "C", "N", "C", "C", "O", "C", "C", "O", "H", "H", "H", "H", "H", "H", "H", "H", "H", "H", "H", "H", "H", "H", "H", "H", "H", "H", "H", "H", "H", "H", "H", "H", "H", "H", "H", "N", "H", "H", "H", "H"], "xyz": [[0.51593, -3.49359, 3.51464], [0.21656, -2.50879, 2.40236], [0.11219, -1.19437, 2.94702], [-0.88660, -0.41067, 2.28755], [-0.61510, -0.07516, 0.29504], [-1.89359, 1.45908, -0.20230], [-3.31152, 0.86366, -0.28611], [-4.43102, 1.89204, -0.10754], [-4.89303, 2.41220, -1.36009], [-1.26031, -1.69682, -0.80538], [-0.19640, -2.61529, -1.23786], [-0.05477, -3.71297, -0.72100], [0.73785, -2.22092, -2.34892], [0.41736, -1.22036, -3.26501], [1.34331, -0.88535, -4.24552], [2.57460, -1.52038, -4.33384], [2.88045, -2.54306, -3.44037], [1.95977, -2.88027, -2.46062], [1.22842, 0.50177, -0.19419], [1.38854, 1.85062, 0.03607], [2.49919, 2.53008, -0.72690], [0.69809, 2.48937, 0.81870], [2.23784, -0.23215, 0.48648], [2.71073, 0.21491, 1.85877], [2.75053, -1.20273, -0.00801], [0.22628, -4.48819, 3.17164], [-0.04408, -3.28237, 4.42326], [1.57711, -3.53919, 3.74772], [-0.69310, -2.75319, 1.85631], [1.07067, -2.51381, 1.71682], [-1.85241, -0.92477, 2.41292], [-0.98697, 0.55349, 2.79266], [-1.60386, 1.96004, -1.12640], [-1.90164, 2.13847, 0.65857], [-3.42954, 0.36337, -1.24624], [-3.42873, 0.13761, 0.52337], [-4.11660, 2.72090, 0.52343], [-5.29617, 1.42677, 0.38028], [-5.28592, 1.66802, -1.82252], [-2.06237, -2.20698, -0.27994], [-1.70078, -1.25473, -1.70237], [-0.53064, -0.70815, -3.22533], [1.11232, -0.10274, -4.95761], [3.31144, -1.24652, -5.07555], [3.81897, -3.07753, -3.45570], [2.14678, -3.65971, -1.73651], [3.36501, 2.56970, -0.06072], [2.23516, 3.54720, -0.99990], [2.80801, 1.93801, -1.58118], [3.63558, 0.78494, 1.77930], [2.95128, -0.70179, 2.38790], [1.94305, 0.73694, 2.42002], [-0.79987, 4.82771, 1.91726], [-0.34448, 5.60693, 2.39049], [-1.49100, 4.40247, 2.53659], [-1.26012, 5.15757, 1.06786], [-0.10241, 4.11869, 1.66060]], "mulliken_charge": [-1.563, 0.428, -0.495, -0.414, -0.356, -0.426, -0.325, -0.590, -0.552, -0.534, 0.002, -0.692, 0.440, -0.057, -0.788, -0.477, -0.579, -0.540, 0.557, 0.543, -1.508, -0.721, 0.151, -1.157, -0.505, 0.387, 0.351, 0.316, 0.176, 0.063, 0.524, 0.310, 0.354, -0.165, 0.326, 0.148, 0.256, 0.316, 0.327, 0.547, 0.669, 0.416, 0.391, 0.399, 0.380, 0.433, 0.290, 0.456, 0.345, 0.387, 0.342, 0.260, -0.355, 0.417, 0.376, 0.384, 0.334], "lumo_energy_ev": -1.5, "spin_multiplicity": 1, "homo_energy_ev": -7.1, "molar_mass_g_mol": 425.18, "homo_lumo_gap_ev": 5.62}

=====

Entry 3:
{"formula": "C18H32AsN3ReS4Si2", "method": "wB97M-V/def2-TZVPD", "species": ["Re", "C", "Si", "C", "C", "C", "C", "C", "C", "C", "C", "N", "Si", "C", "C", "C", "H", "H", "H", "H", "H", "H", "H", "H", "H", "H", "H", "H", "H", "H", "H", "H", "H", "H", "H", "H", "H", "H", "S", "As", "S", "S", "S", "N", "C", "N", "C", "C", "C", "C", "C", "H", "H", "H", "H", "H", "H", "H", "H", "H", "H"], "xyz": [[-0.35650, -0.39587, 0.09523], [1.59427, 0.39522, -3.05272], [3.24704, -0.30676, -2.67164], [4.73664, 0.72720, -2.68889], [3.29984, -2.09054, -2.29878], [1.46340, 0.07545, 0.77702], [1.34587, 1.52833, 0.63500], [2.18263, 2.59527, 0.89221], [1.70253, 3.88108, 0.62773], [0.42695, 4.04509, 0.11963], [-0.37165, 2.92033, -0.11329], [0.09157, 1.71232, 0.14408], [2.77534, -0.71266, 1.95425], [2.39622, 0.22516, 3.52404], [2.40417, -2.52918, 2.10503], [4.51657, -0.37292, 1.37410], [1.23746, 0.00536, -4.01392], [1.61916, 1.48278, -3.12774], [0.84083, 0.11563, -2.30205], [5.37594, 0.42676, -3.53000], [5.32824, 0.58163, -1.78017], [4.50111, 1.78459, -2.80550], [3.34731, -2.65701, -3.23772], [2.39748, -2.39161, -1.76174], [4.18159, -2.36017, -1.71522], [3.17706, 2.43731, 1.28731], [2.32374, 4.74528, 0.82404], [0.03776, 5.03038, -0.09662], [-1.37674, 3.01141, -0.50459], [1.32526, 0.34257, 3.70073], [2.85090, 1.21700, 3.51124], [2.81164, -0.32466, 4.37232], [1.32631, -2.69656, 2.12824], [2.81940, -2.91406, 3.03937], [2.83910, -3.11594, 1.29132], [4.65871, 0.63298, 0.97360], [4.87488, -1.10110, 0.64257], [5.16674, -0.46029, 2.24932], [-4.34321, 0.27261, 3.86153], [-3.28226, -0.25106, 2.24998], [-2.34857, 0.08747, -1.03433], [-1.11783, -0.30272, 2.36465], [-3.86116, 0.52524, 0.20702], [-0.25878, -2.34097, 0.06624], [-0.26986, -3.51840, -0.01352], [-0.33207, -4.78484, -0.04494], [-0.04670, -5.57707, -1.27156], [1.21547, -6.40038, -1.04961], [1.06038, -7.27545, 0.19629], [0.75410, -6.42108, 1.42778], [-0.49885, -5.58338, 1.20691], [0.02778, -4.90480, -2.12406], [-0.90080, -6.23772, -1.42762], [2.07214, -5.72868, -0.92998], [1.38951, -7.01347, -1.93372], [1.96867, -7.85233, 0.36181], [0.24914, -7.99116, 0.03502], [1.59639, -5.75719, 1.64504], [0.59199, -7.05160, 2.30203], [-0.68602, -4.90258, 2.03502], [-1.37214, -6.22264, 1.07069]], "mulliken_charge": [0.315, -0.397, 0.343, -0.894, -0.600, 0.411, 0.429, -0.625, -0.646, -0.742, -0.137, 0.138, -0.303, -1.013, -0.762, -1.027, 0.451, 0.378, -0.225, 0.408, 0.333, 0.378, 0.478, -0.024, 0.428, 0.403, 0.507, 0.472, 0.436, 0.313, 0.331, 0.472, 0.026, 0.568, 0.294, 0.303, 0.340, 0.434, -0.033, 0.484, -0.084, -0.135, -0.032, -0.336, 0.830, 0.000, -0.776, -0.396, -0.756, -0.335, -0.751, 0.448, 0.322, 0.202, 0.371, 0.356, 0.339, 0.159, 0.375, 0.423, 0.333], "lumo_energy_ev": -10.4, "spin_multiplicity": 1, "homo_energy_ev": -16.4, "charge": 3, "molar_mass_g_mol": 736.04, "homo_lumo_gap_ev": 5.99}

=====

Entry 4:
{"formula": "C18H32Br2F3NO2P", "method": "wB97M-V/def2-TZVPD", "species": ["C", "C", "C", "C", "C", "C", "C", "C", "C", "C", "P", "C", "C", "C", "O", "C", "F", "F", "F", "O", "C", "N", "C", "Br", "C", "C", "Br", "H", "H", "H", "H", "H", "H", "H", "H", "H", "H", "H", "H", "H", "H", "H", "H", "H", "H", "H", "H", "H", "H", "H", "H", "H", "H", "H", "H", "H", "H", "H", "H"], "xyz": [[4.52259, -1.20709, 1.81732], [5.30067, -1.19720, 0.50479], [4.50291, -0.63174, -0.67036], [4.27141, 0.88351, -0.60553], [3.02512, 1.32249, 0.18166], [2.13243, 2.30159, -0.57463], [0.91366, 2.75146, 0.23766], [-0.34891, 2.90478, -0.60966], [-0.98199, 1.54460, -0.97878], [-2.39037, 1.28545, -0.40882], [-2.67804, -0.24828, 0.69182], [-3.86934, 0.70921, 1.79799], [-1.21788, 0.21520, 1.81311], [-1.59551, -1.49056, -0.32429], [-0.62443, -2.16969, 0.52749], [0.46135, -2.59750, -0.07031], [1.19742, -3.31830, 0.78901], [0.23066, -3.36132, -1.16770], [1.26670, -1.57473, -0.52049], [-2.98007, -1.76888, 1.84949], [-3.25601, -2.92929, 1.45869], [-3.48062, -4.01143, 1.12836], [-4.27730, -0.87797, -0.42069], [-5.87338, -1.25049, 0.55299], [-4.34684, -0.98458, -1.74198], [-3.25404, -0.76713, -2.75215], [-5.94169, -1.52199, -2.68171], [4.25251, -0.19712, 2.13287], [3.59351, -1.77311, 1.71431], [5.10821, -1.65902, 2.62095], [5.62237, -2.21445, 0.26295], [6.21508, -0.60459, 0.62982], [5.01531, -0.88585, -1.60263], [3.52983, -1.13621, -0.70569], [5.16004, 1.34623, -0.15990], [4.19908, 1.27490, -1.62534], [2.42421, 0.44105, 0.43069], [3.31161, 1.78121, 1.13445], [1.78985, 1.81220, -1.49494], [2.72374, 3.17159, -0.88381], [1.12992, 3.68027, 0.77469], [0.72262, 1.99497, 1.00677], [-1.07474, 3.53387, -0.08801], [-0.08698, 3.43944, -1.53066], [-1.01791, 1.46036, -2.06981], [-0.28550, 0.76498, -0.65651], [-2.65289, 2.12010, 0.24679], [-3.12538, 1.32518, -1.21408], [-4.60274, 1.24717, 1.19351], [-3.28894, 1.43809, 2.36545], [-4.39676, 0.06852, 2.49740], [-0.24469, -0.05723, 1.40797], [-1.32329, -0.27758, 2.77940], [-1.22985, 1.29745, 1.96541], [-1.03561, -0.97862, -1.10542], [-2.20075, -2.27102, -0.77919], [-2.43447, -0.17788, -2.34939], [-2.85517, -1.72548, -3.09538], [-3.65077, -0.24956, -3.62596]], "mulliken_charge": [-0.862, -0.564, -0.174, -0.931, 0.122, -1.009, -0.678, -1.231, 0.589, -2.007, 3.458, -2.037, -1.696, -2.418, -0.373, 0.787, -0.289, -0.287, -0.276, -0.791, 0.634, -0.725, -0.220, -0.127, -0.121, -1.032, -0.252, 0.199, 0.128, 0.398, 0.338, 0.321, 0.366, -0.116, 0.302, 0.480, -0.051, 0.348, 0.311, 0.440, 0.570, 0.224, 0.393, 0.352, 0.432, -0.391, 0.789, 0.586, 0.493, 0.489, 0.476, -0.005, 0.502, 0.481, 1.165, 0.731, -0.125, 0.405, 0.480], "lumo_energy_ev": 2.8, "spin_multiplicity": 1, "homo_energy_ev": -5.5, "charge": -1, "molar_mass_g_mol": 542.24, "homo_lumo_gap_ev": 8.31}